(1)
{
  "formula": "C5H13N2",
  "method": "the ωB97M-V functional and the def2-TZVPD basis",
  "total_charge": 2,
  "relative_energy_kj_mol": 210.14,
  "multiplicity": 2,
  "s2": 0.76,
  "lumo_ha": [-0.2743, -0.4195],
  "fmax_ev_per_a": 5.3,
  "gap_ha": [0.4189, 0.3094],
  "total_energy_ha": -307.0862,
  "elements": ["C", "C", "C", "N", "C", "C", "N", "H", "H", "H", "H", "H", "H", "H", "H", "H", "H", "H", "H", "H"],
  "positions_angstrom": [[0.294, 1.415, 0.790], [0.689, 0.054, 1.470], [0.280, -1.226, 0.650], [0.144, -0.805, -3.093], [0.616, -1.185, -1.884], [-0.137, -1.145, -0.773], [-1.149, 1.870, 1.333], [0.062, 1.190, -0.152], [0.979, 2.211, 1.060], [1.787, -0.133, 1.700], [0.235, -0.018, 2.443], [-0.521, -1.714, 1.244], [1.162, -1.985, 0.782], [-0.786, -0.530, -3.318], [0.244, -1.577, -3.802], [1.724, -1.368, -1.859], [-1.214, -0.947, -1.041], [-1.358, 2.840, 1.114], [-1.885, 1.213, 0.973], [-1.165, 1.841, 2.363]],
  "forces_ev_per_angstrom": [[-0.5, -0.6, 5.2], [1.1, 0.0, -0.7], [0.8, -2.5, 1.1], [0.3, -3.6, -0.9], [2.5, 1.1, -2.1], [-2.6, 1.3, 1.8], [0.9, -1.3, 0.3], [-0.1, 0.1, -4.1], [0.0, 0.1, -0.6], [-1.2, 1.2, -0.6], [-0.3, 0.0, 0.4], [0.1, 0.2, -0.7], [-1.4, 1.4, -0.6], [-1.3, 0.9, 1.0], [1.5, 1.3, 0.0], [-1.2, -0.5, -0.1], [0.9, -0.2, 0.8], [-0.2, 0.2, -0.5], [0.6, 1.0, 0.5], [0.0, -0.2, -0.2]]
}



(2)
{
  "formula": "C5H13N2O",
  "method": "the ωB97M-V functional and the def2-TZVPD basis",
  "total_charge": -1,
  "relative_energy_kj_mol": 411.20,
  "lumo_ha": 0.1468,
  "fmax_ev_per_a": 3.4,
  "gap_ha": 0.2634,
  "total_energy_ha": -382.9072,
  "elements": ["C", "N", "C", "C", "C", "O", "C", "N", "H", "H", "H", "H", "H", "H", "H", "H", "H", "H", "H", "H", "H"],
  "positions_angstrom": [[2.622, 1.512, -2.719], [-0.850, -1.413, 2.217], [-0.799, -0.631, 1.097], [-0.860, 0.880, 1.144], [0.235, 1.651, 0.286], [-0.057, 1.846, -1.040], [-0.781, -1.396, -0.250], [-0.560, -2.827, 0.116], [2.542, 0.636, -3.372], [1.754, 1.519, -2.051], [2.611, 2.448, -3.299], [3.568, 1.475, -2.126], [0.252, -1.197, 1.727], [-0.828, 1.086, 2.297], [-1.854, 1.278, 0.800], [0.424, 2.600, 0.792], [1.228, 1.065, 0.447], [-1.745, -1.345, -0.807], [0.093, -1.013, -0.924], [0.455, -3.061, 0.001], [-0.673, -2.668, 1.157]],
  "forces_ev_per_angstrom": [[0.5, 0.1, 0.3], [1.8, 2.3, -1.7], [-1.8, 0.1, 0.5], [-0.5, 0.4, 1.6], [0.5, -0.6, -1.5], [0.0, -0.7, 1.5], [1.9, -0.7, -1.2], [1.0, 0.3, -0.2], [0.2, 0.2, 0.0], [-0.1, 0.1, 0.1], [0.0, -0.4, 0.0], [-0.7, -0.1, -0.5], [-0.6, -0.6, 1.3], [0.2, 0.0, -2.0], [0.8, -0.6, 0.0], [-0.1, 0.4, 0.6], [-0.7, 0.2, 0.0], [0.7, 0.6, 0.5], [-1.9, -0.2, 1.1], [-1.2, 0.3, 0.0], [-0.1, -1.3, -0.5]]
}



(3)
{
  "formula": "C5H13N2O",
  "method": "the ωB97M-V functional and the def2-TZVPD basis",
  "total_charge": -1,
  "relative_energy_kj_mol": 195.51,
  "lumo_ha": 0.1370,
  "fmax_ev_per_a": 5.0,
  "gap_ha": 0.2371,
  "total_energy_ha": -382.9894,
  "elements": ["C", "N", "C", "O", "H", "H", "H", "H", "H", "H", "C", "C", "C", "N", "H", "H", "H", "H", "H", "H", "H"],
  "positions_angstrom": [[2.906, 0.724, 1.013], [2.930, 1.134, -0.434], [2.193, 0.074, -1.239], [0.941, -0.233, -0.863], [1.835, 0.648, 1.346], [3.402, 1.501, 1.579], [3.374, -0.252, 1.065], [2.486, 1.958, -0.544], [2.840, -0.829, -1.121], [2.359, 0.425, -2.281], [-1.270, -1.643, 0.321], [-1.858, -0.303, -0.259], [-3.829, 0.723, 0.359], [-2.632, 0.420, 0.734], [-0.691, -2.268, -0.352], [-0.607, -1.287, 1.217], [-2.120, -2.162, 0.745], [-2.576, -0.690, -1.029], [-1.015, 0.213, -0.667], [-4.295, 0.407, -0.581], [-4.372, 1.442, 0.990]],
  "forces_ev_per_angstrom": [[-1.6, 1.0, -1.6], [1.9, -4.5, 1.2], [0.0, -0.3, 0.6], [0.4, 0.7, -0.4], [0.9, -0.2, 0.0], [0.4, -0.1, 0.4], [0.2, -0.1, 0.3], [-2.1, 3.4, -0.3], [0.4, 0.1, -0.1], [-0.3, 0.0, -0.2], [0.5, 2.3, 2.4], [-0.9, -3.3, -0.2], [1.7, 0.4, 1.3], [-1.5, 0.8, -1.2], [0.0, 0.4, -0.2], [-0.9, -1.0, -1.6], [-0.2, -0.6, 0.2], [0.6, 0.7, -0.2], [0.5, 0.8, -0.2], [0.2, 0.0, -0.1], [-0.1, -0.5, -0.1]]
}



(4)
{
  "formula": "C5H13N2O",
  "method": "the ωB97M-V functional and the def2-TZVPD basis",
  "total_charge": -1,
  "smiles": "CN[C@H](CN)CC[O-]",
  "relative_energy_kj_mol": 159.41,
  "lumo_ha": 0.1363,
  "fmax_ev_per_a": 2.4,
  "gap_ha": 0.2206,
  "total_energy_ha": -383.0032,
  "elements": ["C", "N", "C", "C", "C", "O", "C", "N", "H", "H", "H", "H", "H", "H", "H", "H", "H", "H", "H", "H", "H"],
  "positions_angstrom": [[-1.630, 1.635, -0.779], [-0.380, 1.468, -0.065], [-0.020, 0.006, 0.041], [0.896, -0.370, -1.108], [1.289, -1.891, -1.209], [1.588, -2.514, -0.057], [0.683, -0.107, 1.464], [-0.317, -0.069, 2.545], [-2.499, 1.734, -0.108], [-1.584, 2.513, -1.432], [-1.866, 0.847, -1.499], [-0.368, 1.780, 0.885], [-0.935, -0.583, 0.145], [0.413, -0.119, -2.068], [1.661, 0.417, -1.268], [2.146, -1.908, -1.960], [0.358, -2.408, -1.589], [1.269, 0.813, 1.574], [1.286, -1.004, 1.501], [-0.935, -0.869, 2.557], [-1.054, 0.627, 2.429]],
  "forces_ev_per_angstrom": [[-0.4, 1.0, 0.0], [0.2, -1.8, -0.9], [1.6, 1.0, 1.4], [-0.4, 0.2, -1.2], [-0.1, 0.0, 0.8], [0.5, 0.3, 0.5], [-1.5, 0.6, -1.2], [-0.7, 0.0, 0.7], [0.0, 0.0, -0.2], [-0.1, 0.3, 0.2], [0.4, -0.4, 0.4], [-0.7, 0.7, 0.2], [0.0, -0.3, -0.4], [-0.8, -0.4, 0.0], [0.6, -0.6, 1.2], [-0.7, -0.2, -0.1], [0.4, 0.4, -0.9], [0.4, -0.3, 0.0], [0.1, -0.2, 0.0], [0.6, -0.8, -0.2], [0.6, 0.6, -0.3]]
}



(5)
{
  "formula": "C5H13N2O",
  "method": "the ωB97M-V functional and the def2-TZVPD basis",
  "total_charge": -1,
  "smiles": "NCCNCCC[O-]",
  "relative_energy_kj_mol": 203.90,
  "lumo_ha": 0.1562,
  "fmax_ev_per_a": 5.0,
  "gap_ha": 0.2638,
  "total_energy_ha": -382.9862,
  "elements": ["C", "N", "C", "C", "C", "O", "C", "N", "H", "H", "H", "H", "H", "H", "H", "H", "H", "H", "H", "H", "H"],
  "positions_angstrom": [[0.559, 1.795, 0.187], [0.606, 0.632, -0.624], [1.648, -0.376, -0.377], [1.228, -1.764, -0.707], [-0.182, -2.290, -0.106], [-1.163, -1.332, -0.142], [-0.939, 2.163, 0.415], [-1.799, 1.238, 1.155], [1.050, 2.635, -0.315], [1.268, 1.514, 1.056], [-0.349, 0.027, -0.714], [1.765, -0.353, 0.836], [2.674, 0.036, -0.751], [1.903, -2.458, -0.292], [1.342, -1.774, -1.779], [-0.421, -3.304, -0.846], [0.055, -2.617, 0.886], [-1.005, 3.057, 0.953], [-1.277, 2.281, -0.658], [-1.177, 0.977, 2.007], [-2.062, 0.381, 0.577]],
  "forces_ev_per_angstrom": [[0.5, -1.2, 0.8], [-1.5, -2.7, -2.3], [0.3, 2.9, 4.0], [-1.1, -0.1, -0.6], [-0.5, 1.0, -3.6], [0.3, -1.1, -0.1], [0.6, -1.3, -1.4], [1.0, -1.1, 0.7], [0.0, 0.4, 0.0], [-1.4, 0.9, -0.1], [2.0, 1.2, 0.9], [0.2, -0.1, -2.0], [-1.4, -1.2, 0.3], [1.4, -0.9, 0.3], [-0.6, -0.8, -0.7], [0.5, 1.9, 1.8], [0.1, -0.7, 1.0], [0.0, 1.9, 0.4], [-0.2, 0.1, 1.2], [-1.8, -0.2, -2.0], [1.2, 1.0, 1.4]]
}



(6)
{
  "formula": "C5H13N2O",
  "method": "the ωB97M-V functional and the def2-TZVPD basis",
  "relative_energy_kj_mol": 127.37,
  "multiplicity": 2,
  "s2": 0.75,
  "lumo_ha": [0.0350, -0.0617],
  "fmax_ev_per_a": 0.9,
  "gap_ha": [0.3588, 0.2619],
  "total_energy_ha": -382.9634,
  "elements": ["C", "C", "C", "C", "N", "N", "C", "O", "H", "H", "H", "H", "H", "H", "H", "H", "H", "H", "H", "H", "H"],
  "positions_angstrom": [[-0.320, -0.705, 2.022], [0.143, 0.227, 0.904], [1.648, -0.012, 0.666], [2.211, 0.412, -0.692], [1.874, -0.517, -1.799], [-0.667, 0.109, -0.297], [-2.033, 0.607, -0.187], [-2.976, -0.216, -0.660], [-1.367, -0.559, 2.288], [0.378, -0.681, 2.863], [-0.237, -1.713, 1.616], [0.032, 1.271, 1.210], [2.132, 0.580, 1.443], [1.917, -1.052, 0.837], [3.298, 0.374, -0.611], [1.895, 1.425, -0.931], [1.393, -1.334, -1.444], [1.196, -0.062, -2.414], [-0.763, -0.837, -0.650], [-2.125, 1.553, -0.766], [-2.248, 0.852, 0.869]],
  "forces_ev_per_angstrom": [[0.3, -0.3, -0.5], [0.1, -0.2, 0.1], [-0.3, 0.7, -0.3], [0.0, -0.9, 0.1], [-0.5, 0.6, -0.2], [-0.5, 0.0, -0.5], [0.6, -0.2, -0.2], [-0.1, 0.1, 0.1], [0.2, 0.1, 0.4], [-0.4, 0.2, 0.2], [-0.1, -0.2, 0.0], [0.0, 0.1, 0.1], [0.3, -0.1, 0.1], [-0.1, -0.2, 0.1], [0.1, 0.4, 0.1], [0.0, 0.1, -0.1], [0.1, 0.0, 0.1], [0.3, -0.3, 0.2], [0.3, -0.1, 0.1], [-0.1, 0.0, 0.2], [-0.3, 0.2, 0.0]]
}



(7)
{
  "formula": "C5H13N2O",
  "method": "the ωB97M-V functional and the def2-TZVPD basis",
  "relative_energy_kj_mol": 148.26,
  "multiplicity": 2,
  "s2": 0.75,
  "lumo_ha": [0.0310, -0.0858],
  "fmax_ev_per_a": 1.0,
  "gap_ha": [0.3456, 0.2286],
  "total_energy_ha": -382.9555,
  "elements": ["C", "N", "C", "N", "H", "H", "H", "H", "H", "H", "C", "O", "C", "C", "H", "H", "H", "H", "H", "H", "H"],
  "positions_angstrom": [[1.920, -2.127, -0.874], [0.919, 0.392, -1.633], [1.299, -0.604, -2.501], [1.846, -1.722, -2.269], [2.332, -3.128, -0.780], [0.931, -2.101, -0.406], [2.564, -1.434, -0.315], [0.632, 1.232, -2.098], [0.839, 0.231, -0.625], [1.094, -0.343, -3.540], [-0.887, -0.277, 0.894], [0.443, -0.005, 0.963], [-1.687, 1.051, 0.900], [-1.471, 1.853, 2.179], [-1.234, -0.816, 1.786], [-1.170, -0.891, 0.031], [-2.741, 0.838, 0.732], [-1.347, 1.650, 0.052], [-1.872, 2.861, 2.070], [-0.413, 1.937, 2.414], [-1.997, 1.404, 3.022]],
  "forces_ev_per_angstrom": [[0.4, 0.6, -0.1], [0.1, -0.7, -0.6], [0.1, 0.4, -0.3], [-0.6, -0.6, 0.1], [0.0, 0.0, -0.1], [0.0, -0.1, 0.1], [0.0, -0.1, 0.1], [-0.2, 0.2, 0.5], [0.3, 0.3, -0.6], [0.3, 0.0, -0.1], [-0.8, -0.6, 0.2], [-0.3, 0.1, 0.7], [0.5, 0.7, -0.1], [-0.3, 0.0, 0.0], [0.3, 0.0, 0.3], [0.2, 0.2, -0.3], [0.0, -0.2, 0.0], [0.0, -0.1, -0.1], [0.0, 0.0, -0.1], [0.0, 0.0, 0.1], [0.1, -0.1, 0.1]]
}



(8)
{
  "formula": "C5H13N2O",
  "method": "the ωB97M-V functional and the def2-TZVPD basis",
  "relative_energy_kj_mol": 127.85,
  "multiplicity": 2,
  "s2": 0.75,
  "lumo_ha": [0.0364, -0.0232],
  "fmax_ev_per_a": 2.3,
  "gap_ha": [0.3615, 0.3030],
  "total_energy_ha": -382.9632,
  "elements": ["C", "N", "C", "O", "C", "C", "N", "C", "H", "H", "H", "H", "H", "H", "H", "H", "H", "H", "H", "H", "H"],
  "positions_angstrom": [[-0.604, -0.658, -1.231], [-1.697, -0.779, -0.244], [-2.248, 0.398, 0.341], [-1.287, 1.295, 0.938], [0.852, -0.602, -0.598], [1.686, 0.447, -1.376], [0.905, -0.504, 0.811], [2.061, 0.089, 1.448], [-0.550, -1.447, -1.962], [-0.810, 0.286, -1.743], [-1.443, -1.561, 0.337], [-3.049, 0.068, 1.020], [-2.721, 1.033, -0.409], [1.263, -1.594, -0.913], [1.255, 1.437, -1.186], [1.741, 0.286, -2.455], [2.698, 0.475, -0.981], [-0.593, 0.649, 1.173], [2.052, 1.171, 1.218], [3.095, -0.257, 1.269], [1.917, -0.020, 2.529]],
  "forces_ev_per_angstrom": [[-0.2, 1.6, 1.7], [0.9, -1.0, -1.6], [-0.1, 0.4, -0.2], [-0.1, -1.1, 0.1], [0.4, -0.2, -2.0], [-0.1, 0.3, 0.7], [0.2, 0.0, 0.2], [-0.2, 0.3, 0.6], [-0.6, -0.4, -0.2], [0.3, -0.1, -0.2], [-0.6, 0.3, 0.8], [0.4, 0.2, 0.2], [-0.1, -0.3, -0.3], [0.2, 0.3, 0.6], [0.0, -0.1, -0.2], [-0.2, -0.2, 0.2], [0.2, -0.1, -0.2], [0.1, 0.5, 0.4], [0.1, -0.2, 0.1], [-0.5, -0.3, -0.6], [0.0, 0.2, -0.2]]
}



Q: Which formula does entry 7 have?
A: C5H13N2O